# C2H3NO2

C2H3NO2 in the gas phase at a distorted geometry (the ωB97M-V functional and the def2-TZVPD basis, the OMol25 dataset).

Its energy above the lowest of the compared OMol25 structures with the same formula, charge and spin is 62.9 kcal/mol. The value obtained for the LUMO energy is 0.5 eV. Its HOMO-LUMO gap is 10.24 eV. The total energy comes out at -283.15775 Ha. The calculation puts the largest force on an atom at 4.5 eV/A.

Each atom is followed by the atoms it is bonded to, with distances in Å.
Cartesian coordinates (Å):
1 O -0.012 -2.128 1.030  C2 1.172
2 C 0.078 -1.013 0.681  O1 1.172, N3 1.485, C4 1.497
3 N 0.955 0.179 0.554  C2 1.485, C4 1.527, H6 1.074
4 C -0.491 0.228 0.065  C2 1.497, N3 1.527, O5 1.397, H7 1.148
5 O -0.611 0.119 -1.322  C4 1.397, H8 1.022
6 H 1.882 0.517 0.130  N3 1.074
7 H -1.018 1.077 0.631  C4 1.148
8 H -0.784 1.021 -1.768  O5 1.022